This record from the Open Molecules 2025 dataset describes C12H30F2K3NO12P2S2 as an isolated structure. The level of theory is the ωB97M-V functional and the def2-TZVPD basis.

Structure (ORCA input):
```
! wB97M-V def2-TZVPD RIJCOSX def2/J DEFGRID3
* xyz 2 1
K 16.9283 18.0397 -9.3363
K 11.8635 18.7826 -7.1129
K 7.4005 13.6733 -12.6134
N 13.2140 16.0325 -10.1325
S 12.8461 15.9311 -11.8149
O 11.5166 15.5939 -12.2744
O 14.0250 15.5630 -12.6267
F 12.6887 17.4781 -11.9417
S 12.7389 14.6043 -9.8732
O 13.6931 13.5186 -10.3241
O 11.3102 14.2379 -9.8722
F 13.0557 14.7386 -8.3234
C 5.3890 12.6905 -19.0831
C 6.4576 13.7903 -18.8020
O 7.5788 13.4742 -19.5919
P 8.9977 13.5174 -18.9340
O 9.0480 13.2735 -17.4748
O 9.8250 12.4175 -19.9090
C 10.1036 12.5352 -21.2529
C 11.6346 12.2650 -21.5446
O 9.7796 14.8904 -19.4188
C 11.0524 15.2702 -18.8546
C 11.8600 16.2433 -19.6939
H 5.7614 11.7281 -18.7321
H 4.4739 12.7333 -18.4923
H 5.1409 12.5998 -20.1406
H 6.0332 14.7515 -19.0920
H 6.6912 13.7558 -17.7379
H 9.5624 11.7348 -21.7575
H 9.6697 13.3599 -21.8185
H 12.3188 13.0986 -21.3861
H 12.0321 11.5620 -20.8125
H 11.8268 11.9063 -22.5558
H 10.7562 15.7603 -17.9271
H 11.6536 14.3879 -18.6352
H 11.9137 16.0173 -20.7588
H 11.2689 17.1490 -19.8298
H 12.8682 16.3825 -19.3036
C 8.8257 20.6889 -16.4440
C 9.3803 21.6157 -17.5148
O 9.5376 22.8674 -16.8445
P 10.4416 23.9336 -17.6111
O 10.2022 25.3306 -17.1596
O 11.9693 23.3836 -17.3359
C 12.5598 23.6215 -16.0199
C 13.7557 22.6856 -15.9612
O 10.0624 23.6865 -19.1642
C 10.3881 24.5726 -20.2091
C 9.4105 24.3969 -21.3033
H 7.7695 20.8959 -16.2714
H 8.6468 19.6792 -16.8135
H 9.3984 20.7510 -15.5187
H 10.3167 21.3440 -18.0021
H 8.7926 21.9224 -18.3801
H 12.9122 24.6521 -16.0631
H 11.8950 23.5319 -15.1608
H 14.7383 23.1568 -15.9855
H 13.7239 22.2757 -14.9517
H 13.8823 22.0048 -16.8029
H 10.4169 25.6209 -19.9119
H 11.3622 24.3147 -20.6246
H 9.8230 24.2868 -22.3062
H 8.8867 23.4422 -21.2549
H 8.7535 25.2562 -21.4371
*
```

Calculated values
Highest occupied orbital energy = -12.78 eV

This record from the Open Molecules 2025 dataset describes C12H27BCuN4OTa as an isolated structure. The level of theory is the ωB97M-V functional and the def2-TZVPD basis.

Structure (ORCA input):
```
! wB97M-V def2-TZVPD RIJCOSX def2/J DEFGRID3
* xyz 2 1
N 1.1145 1.3771 0.3637
C 2.5748 3.8711 1.4033
O 2.4786 4.9189 1.8980
Cu 2.6111 2.3132 0.7323
Ta 0.5230 -0.2895 0.7038
N 1.0913 -1.2435 -0.9461
N -1.4512 0.0390 0.5702
C 0.9496 -0.9057 -2.3669
C -2.2340 1.2636 0.4346
C 1.8941 -1.7313 -3.2446
C -0.5129 -1.1668 -2.7323
C 1.2771 0.5816 -2.5753
C -2.0654 2.1282 1.6908
C -3.7178 0.9597 0.2263
C -1.7450 2.0799 -0.7619
H 2.9095 -1.6668 -2.8446
H 1.8786 -1.2867 -4.2429
H 1.5574 -2.7659 -3.3070
H -0.7440 -2.2332 -2.6121
H -0.6793 -0.8657 -3.7737
H -1.1974 -0.6094 -2.0699
H 0.6830 1.2580 -1.9328
H 1.0839 0.8182 -3.6348
H 2.3430 0.7643 -2.3636
H -2.3743 1.5656 2.5809
H -2.6970 3.0282 1.6062
H -1.0168 2.4356 1.8101
H -4.1548 0.5182 1.1295
H -3.8481 0.2675 -0.6158
H -4.2512 1.8972 0.0067
H -2.3799 2.9769 -0.8795
H -1.8032 1.4865 -1.6838
H -0.7021 2.3878 -0.6305
C 1.4005 -2.6372 -0.5880
H 1.9044 -2.6824 0.3844
H 0.5106 -3.2925 -0.5196
H 2.1429 -3.0928 -1.2649
C -2.1203 -1.1436 1.0956
H -1.3582 -1.8770 1.4032
H -2.7345 -0.9292 1.9835
H -2.7410 -1.6375 0.3313
B 2.9083 -1.2154 4.6506
C 2.0479 -1.0350 3.4303
N 1.3746 -0.9206 2.4667
H 4.0389 -0.8978 4.2821
H 2.7944 -2.3721 4.9423
H 2.4366 -0.4386 5.4642
*
```

Calculated values
Highest occupied orbital energy (alpha / beta) = -15.80 / -15.80 eV

This record from the Open Molecules 2025 dataset describes a 3-piece molecular cluster, C4H14N2O overall. The level of theory is the ωB97M-V functional and the def2-TZVPD basis.

Structure (ORCA input):
```
! wB97M-V def2-TZVPD RIJCOSX def2/J DEFGRID3
* xyz 0 1
C 0.0725 -1.1690 1.3646
N 1.4151 -1.0492 0.9747
C -1.4538 1.5414 -1.2178
C -0.1608 0.9002 -0.6890
C 0.0973 -0.5071 -1.2915
N -0.9493 -1.3419 -0.9123
H -0.6251 -1.4375 0.4843
H -0.2612 -0.1792 1.6632
H -0.1083 -1.8502 2.1971
H 1.6808 -0.0141 1.1138
H -1.8101 2.2796 -0.5062
H -1.2809 2.0336 -2.1742
H 0.7418 1.4948 -0.7909
H -0.3242 0.7076 0.3597
H -0.1543 -0.4166 -2.3775
H 1.1120 -0.9021 -1.1490
H -0.5789 -2.2980 -0.9694
H -2.1749 0.7338 -1.3035
H 1.2647 1.6380 2.4243
H 2.1192 -1.6881 1.3304
O 1.3784 1.5242 1.4692
*
```

Calculated values
Highest occupied orbital energy = -7.73 eV

This record from the Open Molecules 2025 dataset describes one molecule with the formula C4H12N2S2. The level of theory is the ωB97M-V functional and the def2-TZVPD basis.

Structure (ORCA input):
```
! wB97M-V def2-TZVPD RIJCOSX def2/J DEFGRID3
* xyz 0 1
C -1.8675 0.8036 -1.1865
N -0.5093 0.2787 -1.1754
C -0.0030 -0.2027 0.1362
C 0.4389 -1.6816 -0.0376
N -0.5938 -2.6506 0.1849
C 1.1861 0.6774 0.4598
S 0.6015 2.3146 1.1304
S 2.0688 3.6321 1.3630
H -2.0344 1.2348 -2.1788
H -2.6636 0.0443 -1.0251
H -2.0672 1.5066 -0.3903
H -0.4819 -0.4109 -1.9067
H -0.8302 -0.2010 0.8517
H 1.2579 -1.8271 0.6992
H 0.9130 -1.8385 -1.0090
H -0.7046 -3.3698 -0.4939
H -0.8417 -2.8068 1.1449
H 1.8052 0.8327 -0.4137
H 1.7274 0.2238 1.3017
H 2.5984 3.4404 2.5451
*
```

Calculated values
Highest occupied orbital energy = -8.55 eV

This record from the Open Molecules 2025 dataset describes C27H57GaN3O4S2 as an isolated structure. The level of theory is the ωB97M-V functional and the def2-TZVPD basis.

Structure (ORCA input):
```
! wB97M-V def2-TZVPD RIJCOSX def2/J DEFGRID3
* xyz -1 1
C 8.4458 -3.4372 5.3233
C 9.3397 -3.2292 3.9250
C 8.2595 -2.7889 2.7724
C 8.9270 -2.2944 1.3525
C 7.6371 -1.8315 0.3941
C 8.0855 -1.2957 -1.0878
C 6.7361 -0.6840 -1.8627
C 5.9876 0.5023 -1.0140
C 4.3638 0.1929 -0.7606
C 3.5707 1.1234 -1.8767
C 1.9357 1.0945 -1.7356
C 1.3900 1.3534 -0.2095
C -0.1765 1.9151 -0.2848
Ga -1.1742 1.7367 1.5584
C -2.8722 0.5730 1.2893
C -4.1074 0.9185 2.3171
C -5.6109 0.8182 1.5946
S -6.3012 -0.9250 1.5443
C -8.2050 -0.8933 1.3986
S -8.9875 0.5575 1.9034
N -8.9217 -2.1300 0.8884
C -9.6758 -2.8454 2.0151
C -10.0361 -4.3454 1.4444
O -10.3505 -4.3997 0.0073
C -10.9271 -3.1383 -0.4870
C -9.9774 -1.8079 -0.1462
C -1.5125 3.5536 2.4885
N -2.4326 4.4943 1.7411
C -2.4792 5.7625 2.6165
O 0.0269 0.7239 2.6913
N 0.3745 1.5266 3.7261
O -0.2518 1.1792 4.7443
H 7.7840 -2.4467 5.3973
H 9.1108 -3.6200 6.2687
H 7.6905 -4.3016 5.0769
H 10.1661 -2.4316 4.1520
H 9.8483 -4.2832 3.7125
H 7.6549 -1.8493 3.1913
H 7.5702 -3.7033 2.5265
H 9.6993 -1.3946 1.4768
H 9.5540 -3.1586 0.8292
H 6.9911 -2.8243 0.2674
H 7.0303 -1.0690 1.0410
H 8.4099 -2.2637 -1.7065
H 8.9806 -0.5421 -1.0632
H 7.1444 -0.2285 -2.8864
H 5.9631 -1.5462 -2.1474
H 6.4993 0.7770 0.0098
H 6.0516 1.4909 -1.6783
H 4.0416 0.3946 0.3463
H 4.2064 -0.9677 -0.9807
H 4.0039 2.2347 -1.8750
H 3.8511 0.6484 -2.9355
H 1.5289 1.9745 -2.4313
H 1.4549 0.0996 -2.1271
H 2.0104 2.1567 0.3897
H 1.3323 0.3139 0.3548
H -0.7492 1.1986 -1.0261
H -0.2338 2.9941 -0.7361
H -3.2420 0.5569 0.1601
H -2.5437 -0.5467 1.5367
H -3.9522 2.0284 2.7173
H -4.1214 0.1646 3.2324
H -5.5630 1.2854 0.4976
H -6.2945 1.5591 2.2317
H -9.0637 -2.8617 3.0256
H -10.6606 -2.2189 2.1849
H -10.8533 -4.8656 2.1350
H -9.0517 -4.9998 1.5980
H -12.0539 -2.9618 -0.1605
H -10.9603 -3.2161 -1.6752
H -9.4410 -1.4439 -1.1251
H -10.7403 -0.9662 0.1806
H -1.9799 3.4035 3.5681
H -0.4896 4.1367 2.6629
H -1.8924 4.7960 0.8995
H -3.0348 6.6598 2.0643
H -3.0328 5.5324 3.6440
H -1.3954 6.1613 2.8515
C -1.5730 -0.3071 -5.2178
C -1.2378 0.9891 -4.4986
O 0.1426 1.3321 -4.5613
C 0.6927 1.5319 -5.8617
C 0.0164 2.6498 -6.6379
H -0.9795 -1.1346 -4.8144
H -2.6341 -0.5455 -5.1001
H -1.3610 -0.2461 -6.2888
H -1.4846 0.8763 -3.4374
H -1.8504 1.8164 -4.8703
H 0.6767 0.5943 -6.4261
H 1.7467 1.7896 -5.7201
H -1.0382 2.4375 -6.8253
H 0.5062 2.7906 -7.6077
H 0.0686 3.5903 -6.0797
*
```

Calculated values
Highest occupied orbital energy = -5.09 eV

Which formula does entry 5 have?
C27H57GaN3O4S2